(1)
The following is a quantum chemistry calculation of a molecular structure, C30H34F9N5OScSeSi4Te, from OMol25.

```
! wB97M-V def2-TZVPD RIJCOSX def2/J DEFGRID3
* xyz 1 1
Sc 0.559 0.752 -1.862
C -1.674 2.460 4.916
Si -1.608 2.363 3.039
C -0.232 3.416 2.308
C -3.232 2.560 2.120
Si -0.659 -0.147 2.678
Te -1.031 -0.288 0.221
Si 1.711 -0.181 3.110
C 2.075 0.224 4.916
C 2.385 -1.852 2.555
C 2.473 1.129 1.957
Si -2.489 -1.576 3.446
C -2.413 -1.568 5.333
C -2.221 -3.270 2.694
C -4.084 -0.781 2.808
H -1.898 3.483 5.225
H -0.723 2.178 5.366
H -2.451 1.817 5.329
H -0.596 4.434 2.149
H 0.072 3.032 1.337
H 0.645 3.468 2.952
H -3.536 3.610 2.123
H -4.041 1.979 2.558
H -3.115 2.260 1.079
H 1.668 -0.534 5.584
H 1.656 1.187 5.208
H 3.151 0.269 5.092
H 1.888 -2.678 3.063
H 3.457 -1.936 2.743
H 2.226 -1.990 1.485
H 2.392 2.138 2.360
H 1.991 1.112 0.974
H 3.535 0.931 1.801
H -1.480 -2.009 5.685
H -3.229 -2.165 5.745
H -2.499 -0.565 5.751
H -1.250 -3.685 2.944
H -2.280 -3.217 1.605
H -2.977 -3.976 3.043
H -4.426 0.029 3.450
H -4.888 -1.517 2.752
H -3.926 -0.393 1.800
F 5.235 -3.649 -2.877
C 4.094 -3.595 -2.206
C 3.807 -4.574 -1.294
F 4.685 -5.550 -1.141
C 2.658 -4.561 -0.468
C 1.755 -3.502 -0.740
C 2.050 -2.544 -1.682
F 1.080 -1.569 -1.944
C 3.245 -2.502 -2.411
C 3.576 -1.370 -3.247
C 3.050 -0.184 -2.855
N 2.529 0.739 -2.345
C 4.352 -1.432 -4.431
N 4.921 -1.437 -5.431
F 0.583 -3.405 -0.120
C 2.490 -5.506 0.582
C 1.540 -5.335 1.605
N 0.817 -5.139 2.479
C 3.333 -6.625 0.764
N 3.977 -7.558 0.970
C -0.590 0.240 -6.184
N -1.722 -0.127 -5.344
C -2.927 -0.535 -6.049
C -1.658 -0.130 -4.039
O -0.647 0.165 -3.365
H -0.829 1.141 -6.749
H -0.387 -0.565 -6.889
H 0.290 0.419 -5.572
H -2.722 -1.441 -6.620
H -3.228 0.244 -6.749
H -3.736 -0.732 -5.350
H -2.583 -0.418 -3.530
F -0.221 7.198 -4.690
C -0.419 6.170 -3.878
C -1.321 6.284 -2.827
F -1.980 7.420 -2.648
C -1.545 5.206 -1.988
F -2.427 5.285 -0.994
C -0.865 4.011 -2.181
Se -1.182 2.491 -1.112
C 0.015 3.924 -3.237
F 0.645 2.729 -3.437
C 0.252 4.976 -4.096
F 1.082 4.840 -5.126
*
```

The calculation puts the HOMO energy (spin up / spin down) at -10.59 / -10.49 eV. Its HOMO-LUMO gap (spin up / spin down) is 5.34 / 5.44 eV. The relative energy (zero: lowest compared OMol25 entry of this formula, charge and spin) is 75.2 kJ/mol. The value obtained for the LUMO energy (spin up / spin down) is -5.2441 / -5.0508 eV.

Atom charges from the Mulliken analysis, given in e for atoms 1 to 4:
1 Sc 0.382
2 C -0.947
3 Si 0.094
4 C -0.686


(2)
The following is a quantum chemistry calculation of a molecular structure, C30H34N2OPY, from OMol25.

```
! wB97M-V def2-TZVPD RIJCOSX def2/J DEFGRID3
* xyz 2 1
Y -0.036 0.116 -0.483
C -0.592 -3.934 -1.116
C -0.505 -2.872 -0.060
C 0.737 -2.482 0.462
C 0.820 -1.604 1.545
C -0.342 -1.038 2.083
C -1.578 -1.399 1.550
C -1.658 -2.305 0.494
H -0.715 -4.907 -0.634
H 0.318 -3.991 -1.713
H -1.452 -3.792 -1.769
H 1.645 -2.922 0.066
H 1.788 -1.376 1.971
H -0.274 -0.350 2.917
H -2.487 -0.998 1.982
H -2.630 -2.614 0.127
N -0.509 -0.940 -2.647
C -1.957 -1.181 -2.941
C -2.700 0.090 -3.329
C -2.580 1.261 -2.354
C -3.069 1.009 -0.920
N -2.022 1.463 0.049
H -0.153 -0.205 -3.268
H 0.014 -1.783 -2.868
H -2.411 -1.639 -2.059
H -2.052 -1.904 -3.752
H -3.749 -0.179 -3.470
H -2.339 0.428 -4.303
H -3.118 2.110 -2.775
H -1.537 1.596 -2.333
H -3.249 -0.052 -0.731
H -4.008 1.527 -0.731
H -2.381 1.427 1.000
H -1.828 2.449 -0.125
O 0.636 1.707 -2.943
C 1.063 1.772 -1.786
C 2.072 2.806 -1.419
C 2.394 3.864 -2.267
C 3.307 4.818 -1.858
C 3.910 4.719 -0.603
C 3.606 3.665 0.241
C 2.684 2.705 -0.166
P 2.294 1.233 0.818
C 1.767 1.820 2.449
C 0.958 2.960 2.501
C 0.371 3.349 3.696
C 0.582 2.604 4.849
C 1.390 1.475 4.807
C 1.977 1.081 3.613
C 3.821 0.296 1.010
C 4.056 -0.732 0.095
C 5.240 -1.450 0.132
C 6.195 -1.149 1.095
C 5.971 -0.128 2.007
C 4.790 0.599 1.965
H 1.915 3.923 -3.236
H 3.559 5.644 -2.510
H 4.623 5.469 -0.289
H 4.088 3.592 1.209
H 0.819 3.568 1.612
H -0.233 4.245 3.732
H 0.134 2.913 5.784
H 1.575 0.908 5.710
H 2.620 0.209 3.599
H 3.321 -0.954 -0.675
H 5.423 -2.235 -0.589
H 7.119 -1.710 1.131
H 6.721 0.109 2.750
H 4.628 1.400 2.675
*
```

The calculation puts the HOMO energy at -13.21 eV. Its HOMO-LUMO gap is 7.08 eV. The relative energy (zero: lowest compared OMol25 entry of this formula, charge and spin) is 40.8 kJ/mol. The value obtained for the LUMO energy is -6.1234 eV.

Atom charges from the natural (NBO) analysis, given in e for atoms 1 to 4:
1 Y 1.777
2 C -0.656
3 C 0.029
4 C -0.302


(3)
The following is a quantum chemistry calculation of a molecular structure, C30H35BClO8PPdS3, from OMol25.

```
! wB97M-V def2-TZVPD RIJCOSX def2/J DEFGRID3
* xyz -2 3
Pd -0.563 -0.292 1.288
Cl -1.574 -4.946 7.056
C -1.442 -3.575 5.967
C -1.080 -2.317 6.485
C -0.974 -1.239 5.659
C -1.216 -1.321 4.239
O -1.115 -0.289 3.525
C -1.593 -2.624 3.752
C -1.929 -2.890 2.379
O -1.934 -2.127 1.418
C -1.692 -3.717 4.636
H -0.885 -2.218 7.546
H -0.691 -0.267 6.042
H -2.242 -3.937 2.194
H -1.975 -4.685 4.236
O 5.861 -0.529 -3.035
C 5.825 -0.083 -1.749
O 6.702 0.656 -1.378
C 4.699 -0.548 -0.909
C 3.747 -1.486 -1.321
C 2.738 -1.894 -0.472
C 2.620 -1.370 0.826
S 1.341 -1.876 1.896
C 3.569 -0.414 1.222
C 4.587 -0.022 0.380
H 5.067 -1.042 -3.211
H 3.761 -1.927 -2.315
H 2.005 -2.617 -0.805
H 3.480 0.017 2.210
H 5.315 0.713 0.697
C 2.219 -0.750 -7.426
C 2.395 0.123 -6.183
C 3.890 0.164 -5.841
C 1.918 1.541 -6.527
C 1.605 -0.399 -4.982
C 0.819 -1.544 -5.049
C 0.069 -2.002 -3.958
C 0.126 -1.270 -2.799
O -0.499 -1.478 -1.613
B -0.094 -0.431 -0.740
O 0.797 0.403 -1.468
C 0.914 -0.126 -2.711
C 1.661 0.320 -3.774
H 2.805 -0.333 -8.247
H 1.175 -0.790 -7.744
H 2.564 -1.770 -7.251
H 4.469 0.531 -6.693
H 4.250 -0.836 -5.594
H 4.094 0.814 -4.992
H 2.462 1.927 -7.394
H 2.077 2.227 -5.695
H 0.851 1.541 -6.758
H 0.765 -2.109 -5.969
H -0.542 -2.892 -4.027
H 2.260 1.215 -3.666
C -3.582 3.941 4.868
C -2.294 3.994 4.058
C -1.425 2.775 4.291
O -2.620 4.262 2.686
P -2.896 3.238 1.468
S -3.865 4.271 0.105
S -1.223 2.318 0.870
O -3.877 2.210 2.241
C -4.608 1.095 1.704
C -4.152 0.602 0.341
C -4.537 -0.005 2.746
H -3.351 3.861 5.934
H -4.169 3.075 4.566
H -4.175 4.841 4.698
H -1.730 4.885 4.358
H -1.951 1.847 4.080
H -1.115 2.769 5.340
H -0.538 2.790 3.661
H -5.643 1.450 1.616
H -3.173 0.125 0.394
H -4.107 1.416 -0.380
H -4.877 -0.139 -0.006
H -3.501 -0.320 2.870
H -5.135 -0.863 2.430
H -4.911 0.351 3.708
*
```

Its expectation value of S² is 2.010. The calculation puts the HOMO energy (spin up / spin down) at -0.99 / -2.38 eV. Its HOMO-LUMO gap (spin up / spin down) is 4.79 / 6.18 eV. The relative energy (zero: lowest compared OMol25 entry of this formula, charge and spin) is 42.6 kJ/mol. The value obtained for the LUMO energy (spin up / spin down) is 3.7986 / 3.7984 eV.

Atom charges from the Mulliken analysis, given in e for atoms 1 to 4:
1 Pd 0.724
2 Cl -0.298
3 C 0.134
4 C -0.521


Q: The highest relative energy (zero: lowest compared OMol25 entry of this formula, charge and spin) belongs to which entry?
A: C30H34F9N5OScSeSi4Te